This record from the Open Molecules 2025 dataset describes C32H53AsBN6PdS3Te as an isolated structure at a distorted geometry. The level of theory is the ωB97M-V functional and the def2-TZVPD basis.

The geometry in XYZ format:
```
98
Properties=species:S:1:pos:R:3
Pd 1.11030 -0.77884 0.49617
C -4.64166 -0.65500 -0.06832
C -4.48776 -1.31959 -1.43252
C -4.37458 -2.83573 -1.26181
C -5.71594 -0.96276 -2.28066
N -3.25405 -0.86746 -2.22451
C -3.24491 -1.08573 -3.59119
C -2.06911 -0.64884 -4.07955
N -1.32516 -0.17662 -3.01913
B 0.08944 0.42110 -3.25269
N -0.03871 1.96569 -3.14271
C 0.11661 2.69932 -4.29540
C -0.05668 4.00671 -3.99292
N -0.35276 4.09531 -2.65489
C -0.34459 2.82866 -2.14792
S -0.75321 2.32914 -0.56765
C -0.58501 5.43379 -1.94532
C 0.49438 5.63686 -0.87778
C -0.45989 6.54388 -2.98252
C -2.00082 5.46731 -1.35790
N 1.20702 -0.48202 -2.51593
C 1.40574 -1.65269 -3.18187
C 2.45361 -2.31092 -2.63600
N 2.93487 -1.57408 -1.59577
C 2.14057 -0.41885 -1.50426
S 2.51897 0.98504 -0.57575
C 4.28836 -2.02118 -0.97336
C 5.37138 -1.49933 -1.91706
C 4.27899 -3.55394 -0.93722
C 4.58626 -1.55018 0.44657
C -2.04370 -0.32614 -1.88380
S -1.42588 0.08420 -0.31545
H -5.62884 -0.91790 0.31363
H -4.58750 0.43330 -0.13298
H -3.91535 -1.01604 0.65491
H -5.25453 -3.20595 -0.73139
H -3.48997 -3.09706 -0.67651
H -4.32531 -3.34327 -2.22922
H -6.60811 -1.06013 -1.66392
H -5.84205 -1.63377 -3.13246
H -5.66722 0.06880 -2.63944
H -4.07974 -1.51939 -4.11777
H -1.70283 -0.64081 -5.09568
H 0.35904 0.23460 -4.40148
H 0.36164 2.24876 -5.24526
H -0.00394 4.86299 -4.64467
H 1.49308 5.60040 -1.32174
H 0.43629 4.89909 -0.08029
H 0.35996 6.62152 -0.42661
H 0.53633 6.57751 -3.43135
H -0.61998 7.49477 -2.47557
H -1.21727 6.46014 -3.76661
H -2.14285 4.73314 -0.56833
H -2.74763 5.29677 -2.13771
H -2.18035 6.45441 -0.92775
H 0.79537 -1.93329 -4.03139
H 2.88957 -3.24840 -2.93915
H 5.25534 -1.91156 -2.92316
H 6.34916 -1.80104 -1.53732
H 5.34932 -0.40874 -1.97698
H 4.27542 -4.00861 -1.93021
H 3.42001 -3.92011 -0.36746
H 5.18899 -3.89396 -0.44388
H 4.83335 -0.49984 0.50464
H 5.45765 -2.10912 0.79199
H 3.77846 -1.77222 1.12270
C -0.19698 1.56261 3.02762
As 0.88909 -0.02839 2.85868
C 2.47454 0.49706 3.82521
C -0.03783 -1.31376 4.03374
C -0.05195 -0.83102 5.45445
C -1.10811 -0.06630 5.93479
C -1.14232 0.33172 7.26449
C -0.11221 -0.01808 8.12056
C 0.94825 -0.77622 7.64983
C 0.97923 -1.17582 6.32155
H -0.29114 1.79902 4.08524
H -1.18367 1.40935 2.59188
H 0.29774 2.38890 2.51900
H 2.15478 0.91915 4.77296
H 3.00410 1.25012 3.24549
H 3.13542 -0.34684 4.00101
H 0.48495 -2.26271 3.93670
H -1.04018 -1.41199 3.61965
H -1.92817 0.19527 5.27109
H -1.98165 0.90715 7.63653
H -0.13567 0.29861 9.15521
H 1.74838 -1.06370 8.32229
H 1.80301 -1.78533 5.95877
C -0.03448 -4.26700 -0.89710
Te -0.22946 -3.02697 0.81759
C 1.02130 -4.23333 2.06203
H -0.55920 -5.18700 -0.63747
H 1.01088 -4.47466 -1.11438
H -0.51777 -3.79180 -1.75094
H 1.43677 -5.03556 1.45459
H 0.40264 -4.65865 2.85001
H 1.81216 -3.62596 2.48648
```

Total charge ... +3
Spin multiplicity ... 1
Calculated total energy ... -5429.99445 Eh